Version A
{"formula": "C5H7NO4", "method": "ωB97M-V/def2-TZVPD", "species": ["C", "C", "C", "C", "C", "N", "O", "O", "O", "O", "H", "H", "H", "H", "H", "H", "H"], "coordinates": [[2.450, -0.163, 0.036], [2.511, 1.237, 0.077], [1.203, -0.797, 0.059], [-1.077, -0.325, 0.013], [-3.496, 0.049, -0.047], [-2.133, 0.460, 0.166], [3.751, 1.735, -0.149], [0.926, -1.985, -0.055], [0.107, 0.143, 0.187], [3.543, -1.010, -0.033], [-1.205, -1.371, -0.265], [-3.514, -0.940, -0.503], [-4.042, 0.013, 0.900], [-3.995, 0.756, -0.714], [-1.956, 1.415, 0.454], [3.731, 2.697, -0.075], [3.197, -1.915, -0.051]], "total_charge": 0, "e_homo_ev": [-7.0, -7.0], "orbital_gap_ev": [6.785, 6.785]}

Version B
{"formula": "C5H7NO4", "method": "ωB97M-V/def2-TZVPD", "species": ["C", "C", "O", "C", "O", "N", "C", "C", "O", "O", "H", "H", "H", "H", "H", "H", "H"], "coordinates": [[-0.949, 3.567, 2.611], [-1.342, 2.124, 2.647], [-2.196, 1.679, 3.378], [-0.669, 1.213, 1.626], [-0.002, 0.208, 2.198], [-0.943, 1.346, 0.394], [-0.256, 0.515, -0.558], [-0.335, -0.959, -0.177], [-1.286, -1.677, -0.328], [0.913, -1.550, 0.247], [-1.241, 4.048, 3.550], [0.136, 3.653, 2.456], [-1.431, 4.064, 1.758], [0.769, -0.276, 1.669], [-0.709, 0.648, -1.551], [0.815, 0.772, -0.660], [1.663, -0.970, 0.066]], "total_charge": 0, "smiles": "CC(=O)/C(O)=N/CC(=O)O", "e_homo_ev": -10.0, "orbital_gap_ev": 10.029}

The most stable arrangement is version B, and the next structure is 2.613 eV less stable.

Version A
{"formula": "C5H7NO4", "method": "ωB97M-V/def2-TZVPD", "species": ["O", "C", "N", "C", "C", "C", "O", "C", "O", "H", "H", "H", "H", "H", "H", "O", "H"], "coordinates": [[-1.019, 1.025, 2.970], [-1.528, 0.377, 2.081], [0.045, -0.825, 0.404], [0.685, 0.019, -0.523], [0.111, 0.513, -1.848], [1.419, -0.177, -1.831], [2.437, 0.776, -1.424], [1.861, 0.900, -0.190], [2.355, 1.353, 0.796], [-2.250, 0.876, 1.398], [-1.004, -1.338, 0.267], [-0.733, -0.092, -2.188], [0.050, 1.580, -2.067], [1.736, -1.078, -2.351], [0.629, -1.591, 0.740], [-1.971, -1.102, 2.136], [-2.824, -1.217, 1.630]], "total_charge": 0, "e_homo_ev": -9.5, "orbital_gap_ev": 9.720}

Version B
{"formula": "C5H7NO4", "method": "ωB97M-V/def2-TZVPD", "species": ["O", "C", "C", "O", "C", "C", "N", "C", "O", "H", "H", "H", "H", "H", "O", "H", "H"], "coordinates": [[-2.751, -0.467, 0.956], [-1.989, -0.347, 0.073], [-1.155, 0.335, -0.785], [-1.717, 1.390, -1.478], [0.299, 0.225, -0.578], [0.894, 0.372, 0.619], [2.237, 0.102, 0.857], [2.784, 0.065, 2.101], [2.218, 0.428, 3.116], [-1.153, 2.171, -1.482], [0.904, 0.197, -1.491], [0.338, 0.668, 1.510], [2.828, -0.174, 0.081], [3.809, -0.353, 2.102], [-2.408, -1.910, -1.825], [-1.818, -1.038, -2.138], [-3.321, -1.666, -1.638]], "total_charge": 0, "smiles": "O=C=C(O)/C=C/NC=O.O", "e_homo_ev": -7.9, "orbital_gap_ev": 8.076}

The most stable arrangement is version B, and the next structure is 0.307 eV less stable.

Version A
{"formula": "C7H10O3", "method": "ωB97M-V/def2-TZVPD", "species": ["C", "C", "C", "O", "C", "O", "C", "C", "C", "O", "H", "H", "H", "H", "H", "H", "H", "H", "H", "H"], "coordinates": [[2.322, 0.606, -2.257], [1.629, 0.399, -1.287], [0.777, 0.156, -0.096], [1.443, -0.742, 0.832], [0.660, 1.524, 0.619], [0.077, 1.499, 1.887], [-0.523, -0.471, -0.598], [-1.906, -0.005, -0.208], [-1.458, -1.356, 0.235], [-1.249, -1.552, 1.595], [2.917, 0.804, -3.131], [1.530, -1.608, 0.422], [1.683, 1.909, 0.741], [0.133, 2.213, -0.063], [-0.697, 0.909, 1.888], [-0.425, -0.824, -1.628], [-2.669, 0.070, -0.983], [-1.974, 0.749, 0.577], [-1.863, -2.230, -0.281], [-0.408, -2.050, 1.737]], "total_charge": 0, "smiles": "C#C[C@@](O)(CO)[C@@H]1C[C@@H]1O", "e_homo_ev": -10.1, "orbital_gap_ev": 10.645}

Version B
{"formula": "C7H10O3", "method": "ωB97M-V/def2-TZVPD", "species": ["C", "C", "O", "O", "C", "C", "C", "O", "C", "C", "H", "H", "H", "H", "H", "H", "H", "H", "H", "H"], "coordinates": [[-1.135, 2.162, -0.806], [-0.437, 1.399, 0.355], [0.714, 2.168, 0.659], [1.675, 1.230, 1.175], [1.620, 0.122, 0.383], [2.251, -1.063, 0.984], [1.402, 0.366, -1.093], [1.956, 0.369, -2.142], [0.138, 0.031, -0.116], [-0.642, -1.242, -0.406], [-0.485, 1.850, -1.665], [-0.847, 3.192, -0.651], [-2.186, 2.172, -0.909], [-1.029, 1.424, 1.201], [2.281, -0.864, 2.041], [3.236, -1.171, 0.782], [1.573, -1.897, 0.740], [-1.168, -1.533, 0.591], [-0.058, -2.118, -0.588], [-1.273, -1.120, -1.199]], "total_charge": 0, "smiles": "C[C@@H]1OO[C@]2(C)C(=O)[C@]12C", "e_homo_ev": -8.6, "orbital_gap_ev": 9.363}

The most stable arrangement is version A, and the next structure is 2.209 eV less stable.

Version A
{"formula": "CH6NS", "method": "ωB97M-V/def2-TZVPD", "species": ["S", "H", "C", "N", "H", "H", "H", "H", "H"], "coordinates": [[-1.774, 1.810, 0.379], [-1.894, 2.640, -0.671], [0.502, -1.056, 0.442], [0.948, -0.036, -0.507], [1.192, -1.069, 1.281], [0.490, -2.053, 0.003], [-0.530, -0.850, 0.755], [0.593, -0.221, -1.440], [0.474, 0.836, -0.242]], "total_charge": -1, "e_homo_ev": -2.7, "orbital_gap_ev": 7.201}

Version B
{"formula": "CH6NS", "method": "ωB97M-V/def2-TZVPD", "species": ["S", "H", "C", "N", "H", "H", "H", "H", "H"], "coordinates": [[0.535, -2.295, -0.317], [0.693, -0.948, -0.127], [-0.070, 2.355, -0.233], [-1.005, 1.963, 0.876], [0.986, 2.114, 0.191], [-0.079, 3.432, -0.263], [-0.197, 1.802, -1.196], [-1.736, 1.358, 0.423], [-0.765, 1.088, 1.308]], "total_charge": -1, "e_homo_ev": -2.5, "orbital_gap_ev": 6.479}

Version C
{"formula": "CH6NS", "method": "ωB97M-V/def2-TZVPD", "species": ["S", "H", "C", "N", "H", "H", "H", "H", "H"], "coordinates": [[-2.123, 0.533, 0.650], [-3.251, 1.219, 0.873], [0.819, -0.744, -0.502], [1.144, 0.569, 0.077], [1.454, -0.989, -1.377], [-0.239, -0.833, -0.775], [0.908, -1.496, 0.276], [0.364, 1.118, -0.288], [0.925, 0.623, 1.065]], "total_charge": -1, "e_homo_ev": -2.7, "orbital_gap_ev": 7.275}

The most stable arrangement is version A, and the next structure is 0.152 eV less stable.

Version A
{"formula": "C8H17N", "method": "ωB97M-V/def2-TZVPD", "species": ["C", "C", "C", "C", "C", "C", "N", "C", "C", "H", "H", "H", "H", "H", "H", "H", "H", "H", "H", "H", "H", "H", "H", "H", "H", "H"], "coordinates": [[-1.378, -0.399, -0.409], [1.148, 1.217, -0.738], [1.151, -0.899, 0.800], [0.904, -1.320, -1.548], [-2.053, -1.636, 0.165], [1.488, 2.208, 0.345], [0.520, -0.448, -0.440], [-1.544, 0.860, 0.233], [-1.956, 1.278, 1.409], [-1.644, -0.310, -1.466], [2.084, 0.875, -1.198], [0.513, 1.626, -1.516], [2.242, -0.877, 0.708], [0.456, -0.940, -2.465], [0.847, -0.239, 1.610], [0.871, -1.926, 1.041], [1.989, -1.355, -1.687], [0.576, -2.346, -1.360], [-1.809, -2.530, -0.414], [-1.789, -1.771, 1.213], [-3.138, -1.534, 0.110], [-2.884, 0.948, 1.883], [-1.413, 2.092, 1.886], [0.609, 2.748, 0.686], [1.993, 1.745, 1.193], [2.216, 2.934, -0.042]], "total_charge": 0, "e_homo_ev": [-5.6, -5.6], "orbital_gap_ev": [6.351, 6.353]}

Version B
{"formula": "C8H17N", "method": "ωB97M-V/def2-TZVPD", "species": ["C", "C", "C", "C", "C", "C", "N", "C", "C", "H", "H", "H", "H", "H", "H", "H", "H", "H", "H", "H", "H", "H", "H", "H", "H", "H"], "coordinates": [[0.008, 0.243, -0.694], [2.445, 0.784, -0.506], [0.455, -0.282, 1.606], [0.080, -1.122, -1.303], [-2.888, 1.646, 0.014], [3.253, -0.447, -0.281], [0.152, 0.637, 0.527], [-2.299, 0.316, 0.267], [-2.832, -0.793, 0.726], [-0.229, 1.038, -1.397], [2.323, 1.131, -1.526], [2.513, 1.581, 0.223], [1.341, 0.095, 2.121], [-0.378, -0.238, 2.307], [0.624, -1.323, 1.320], [0.773, -1.102, -2.148], [0.396, -1.897, -0.609], [-0.911, -1.376, -1.685], [-2.374, 2.412, 0.601], [-3.960, 1.679, 0.269], [-2.788, 1.935, -1.037], [4.333, -0.259, -0.395], [3.122, -0.848, 0.729], [3.002, -1.241, -0.990], [-2.260, -1.705, 0.887], [-3.899, -0.866, 0.975]], "total_charge": 0, "e_homo_ev": [-7.1, -7.3], "orbital_gap_ev": [7.841, 8.306]}

The most stable arrangement is version A, and the next structure is 0.150 eV less stable.

Version A
{"formula": "CH2FNO", "method": "ωB97M-V/def2-TZVPD", "species": ["F", "C", "N", "O", "H", "H"], "coordinates": [[0.994, 1.185, 0.869], [0.040, 0.072, 0.647], [-0.500, -0.084, -0.645], [-1.241, 0.358, 0.436], [0.280, -0.951, 1.055], [-0.103, 0.652, -1.169]], "total_charge": 0, "smiles": "F[C@@H]1NO1", "e_homo_ev": -10.7, "orbital_gap_ev": 11.833}

Version B
{"formula": "CH2FNO", "method": "ωB97M-V/def2-TZVPD", "species": ["O", "C", "N", "F", "H", "H"], "coordinates": [[0.578, 1.666, -0.098], [-0.028, 0.691, -0.061], [0.099, -0.607, -0.139], [1.296, -1.211, 0.120], [-1.295, 0.699, -0.008], [-0.650, -1.238, 0.185]], "total_charge": 0, "smiles": "O=CNF", "e_homo_ev": -10.5, "orbital_gap_ev": 11.130}

The most stable arrangement is version B, and the next structure is 0.395 eV less stable.